DFT (wB97M-V/def2-TZVPD) results for a 8-piece molecular cluster, C42H90F9N5O6 overall.

Positions of all 152 atoms, in Å:
C -2.6862 4.1798 3.2307
C -4.1914 4.3748 3.0374
O -4.4744 5.5616 2.2946
C -4.5443 6.7034 2.9391
O -4.5061 6.8089 4.1272
C -4.8337 7.8570 2.0009
F -4.1891 7.7035 0.8394
F -6.1479 7.9136 1.7100
F -4.4950 9.0120 2.5559
H -2.1856 5.0526 3.6499
H -2.2506 3.9858 2.2512
H -2.5131 3.3313 3.8904
H -4.7490 4.4377 3.9705
H -4.5160 3.5021 2.4754
C 8.3236 -1.3646 -1.6347
C 6.8507 -1.5612 -1.3044
O 5.9569 -1.3104 -2.3877
C 5.4814 -0.0864 -2.5051
O 5.8274 0.8412 -1.8399
C 4.3955 0.0452 -3.5940
F 3.2451 0.3229 -2.9798
F 4.6692 1.1027 -4.3666
F 4.3295 -1.0542 -4.3202
H 8.7284 -2.1096 -2.3134
H 8.8380 -1.3396 -0.6730
H 8.4955 -0.3816 -2.0794
H 6.4909 -1.0907 -0.3884
H 6.7367 -2.6379 -1.1476
C 0.9213 1.3916 -0.7003
C -0.1339 1.1816 0.3688
O -1.2123 0.3248 -0.0093
C -2.4453 0.7577 0.1767
O -2.7888 1.7623 0.7220
C -3.4534 -0.1895 -0.4939
F -4.6853 0.2771 -0.2889
F -3.2929 -0.3217 -1.7977
F -3.3433 -1.3765 0.1247
H 1.5803 0.5470 -0.9137
H 1.6311 1.9689 -0.0942
H 0.5709 1.9205 -1.5791
H -0.4279 2.2112 0.5914
H 0.1708 0.7259 1.3180
C -4.1599 -1.6852 -7.0782
C -2.7203 -2.0659 -6.9738
N -1.7911 -1.0068 -6.5004
C -1.7722 0.1851 -7.3716
C -1.5315 -0.1720 -8.8195
C -1.9421 -0.7725 -5.0674
C -1.3663 0.4961 -4.4504
H -4.5034 -1.2102 -6.1519
H -4.8772 -2.4290 -7.4106
H -4.2302 -0.8075 -7.7354
H -2.5353 -2.8672 -6.2500
H -2.2795 -2.3917 -7.9154
H -2.7379 0.7093 -7.2960
H -1.0044 0.8423 -6.9672
H -1.1198 0.6843 -9.3552
H -0.8132 -0.9895 -8.9115
H -2.4338 -0.4946 -9.3398
H -1.6016 -1.7010 -4.5975
H -3.0117 -0.7621 -4.7975
H -0.3031 0.4738 -4.1913
H -1.8262 0.6207 -3.4703
H -1.5187 1.3820 -5.0634
C 3.4128 0.3833 1.5149
C 4.2967 -0.7149 2.0740
N 5.7154 -0.3530 2.1121
C 6.5252 -1.4834 2.4687
C 8.0180 -1.2898 2.6504
C 6.0334 0.8997 2.7410
C 5.7969 0.9641 4.2640
H 3.8324 0.7016 0.5580
H 3.4444 1.2745 2.1480
H 2.3695 0.0682 1.5116
H 3.9295 -1.0275 3.0625
H 4.2679 -1.5778 1.4015
H 6.1612 -2.0732 3.3378
H 6.3102 -2.2983 1.7577
H 8.2267 -0.6322 3.4926
H 8.5068 -2.2606 2.6717
H 8.4362 -0.7682 1.7814
H 5.6290 1.7971 2.2689
H 7.0978 1.1079 2.5888
H 6.4320 1.7079 4.7549
H 5.9145 0.0017 4.7590
H 4.8156 1.3845 4.5140
C -8.3684 -4.9378 -1.6152
C -7.0581 -4.9492 -2.4312
N -6.3783 -3.6488 -2.3515
C -7.0521 -2.6544 -3.1660
C -6.7981 -1.2883 -2.5389
C -4.9571 -3.8383 -2.6856
C -4.2002 -4.2060 -1.4441
H -9.2611 -4.7609 -2.2205
H -8.3735 -4.3710 -0.6901
H -8.5687 -5.9938 -1.3819
H -6.4360 -5.7537 -2.0504
H -7.3666 -5.1589 -3.4654
H -6.7001 -2.6839 -4.2069
H -8.1280 -2.8255 -3.1478
H -6.9305 -1.3002 -1.4581
H -5.7610 -0.9414 -2.6401
H -7.3148 -0.4446 -3.0054
H -4.5312 -2.9431 -3.1473
H -4.8298 -4.6419 -3.4261
H -4.1013 -3.4025 -0.7170
H -3.1915 -4.5977 -1.6034
H -4.7332 -4.9992 -0.9120
C -1.3204 -4.4041 1.9716
C -0.7559 -2.9677 1.9983
N 0.6516 -2.8806 2.3020
C 1.0056 -3.0584 3.7049
C 0.2783 -2.0699 4.6312
C 1.5759 -3.5183 1.3664
C 1.5058 -2.8492 0.0120
H -1.0730 -4.8919 2.9179
H -0.9408 -5.0227 1.1586
H -2.4084 -4.3495 1.9087
H -1.0041 -2.4976 1.0420
H -1.4498 -2.4318 2.6486
H 2.0905 -2.9276 3.7521
H 0.8763 -4.0894 4.0757
H 0.4435 -1.0708 4.2316
H 0.8129 -2.0912 5.5827
H -0.7532 -2.3844 4.7488
H 2.5911 -3.3109 1.7014
H 1.3388 -4.5830 1.2639
H 0.5156 -2.5995 -0.3843
H 2.0135 -1.8811 -0.0236
H 1.9058 -3.4784 -0.7896
C 0.6849 1.9332 4.8222
C 1.5861 3.1522 4.9905
N 1.4049 4.1381 3.9256
C 2.1701 5.3506 4.3006
C 3.6915 5.2018 4.4447
C 1.8340 3.5603 2.6626
C 1.6485 4.5361 1.4984
H -0.3594 2.2466 4.7716
H 0.7796 1.3159 5.7194
H 0.9170 1.3011 3.9667
H 1.3710 3.6113 5.9585
H 2.6284 2.8071 5.0727
H 1.8542 6.1406 3.6050
H 1.7026 5.8145 5.1752
H 4.0982 6.2132 4.4040
H 3.8935 4.7333 5.4038
H 4.1463 4.6409 3.6311
H 1.1772 2.7318 2.3828
H 2.8175 3.0741 2.7090
H 2.4301 5.2964 1.4217
H 0.7135 5.0960 1.4730
H 1.6805 3.9737 0.5631

Values from the calculation:
Energy above the lowest of the compared OMol25 structures with the same formula, charge and spin   0.00 kJ/mol
SMILES   CCOC(=O)C(F)(F)F.CCOC(=O)C(F)(F)F.CCOC(=O)C(F)(F)F.CCN(CC)CC.CCN(CC)CC.CCN(CC)CC.CCN(CC)CC.CCN(CC)CC
Charge   0

---

DFT (wB97M-V/def2-TZVPD) results for a 8-piece molecular cluster, C42H90N3O20P5 overall.

Positions of all 160 atoms, in Å:
C 8.3066 -0.5244 0.7297
C 8.4138 -1.0002 2.1693
O 7.6917 -0.0869 3.0277
P 6.4510 -0.6191 3.8276
O 6.5367 -2.0022 4.3122
O 5.1892 -0.3730 2.8890
C 4.7251 -1.4684 2.0641
C 4.2268 -0.9828 0.7107
O 6.3107 0.5057 4.9064
C 5.1505 0.4672 5.7595
C 5.1280 1.6590 6.6601
H 8.4883 -1.3467 0.0358
H 7.3442 -0.0723 0.5072
H 9.1063 0.1996 0.5764
H 8.0870 -2.0201 2.3841
H 9.4549 -0.9922 2.4976
H 5.4946 -2.2295 1.9561
H 3.9193 -1.9179 2.6475
H 4.0647 0.0930 0.7657
H 4.9635 -1.2220 -0.0540
H 3.2886 -1.4732 0.4614
H 4.2806 0.3923 5.1028
H 5.1787 -0.4454 6.3604
H 6.0544 1.6983 7.2361
H 4.9764 2.6133 6.1556
H 4.3197 1.5863 7.3913
C 2.8897 3.9499 -3.2325
C 3.6387 2.8585 -3.9713
O 3.0355 1.6196 -3.5926
P 3.8113 0.2677 -3.8440
O 5.1841 0.2625 -3.3560
O 2.8282 -0.7417 -3.1485
C 2.6850 -2.0516 -3.7916
C 2.0121 -2.9272 -2.7843
O 3.6383 0.0610 -5.3976
C 4.5806 -0.6791 -6.2544
C 4.4159 -0.0354 -7.5923
H 1.8248 3.8260 -3.4312
H 3.0636 3.8551 -2.1625
H 3.2482 4.9407 -3.5129
H 3.5678 2.9986 -5.0508
H 4.6850 2.8968 -3.6624
H 2.0772 -1.8343 -4.6677
H 3.6738 -2.4246 -4.0591
H 2.7175 -3.1911 -1.9930
H 1.1641 -2.4088 -2.3330
H 1.6005 -3.8634 -3.1631
H 5.5441 -0.4808 -5.7873
H 4.2895 -1.7246 -6.2188
H 3.4038 -0.1756 -7.9809
H 4.6521 1.0264 -7.5979
H 5.0129 -0.4732 -8.4003
C 1.9261 5.5196 6.1730
C 1.1011 5.1081 4.9646
O 0.7987 3.6970 5.0812
P 0.2506 2.9838 3.7741
O -1.0436 3.4443 3.2873
O 1.4522 3.1749 2.7558
C 1.2892 2.7216 1.3987
C 2.3171 3.3553 0.5026
O 0.2807 1.4535 4.1512
C 1.4489 0.8173 4.6389
C 1.3346 -0.6865 4.4437
H 2.2909 6.5336 5.9923
H 1.2977 5.5754 7.0611
H 2.7711 4.8568 6.3479
H 0.1569 5.6479 5.0283
H 1.6459 5.3016 4.0445
H 1.4214 1.6298 1.3580
H 0.2293 2.8504 1.1641
H 3.3217 3.0348 0.7578
H 2.0085 3.2399 -0.5355
H 2.2499 4.4455 0.6132
H 2.3169 1.1386 4.0477
H 1.6884 1.0829 5.6716
H 2.3269 -1.1322 4.5333
H 0.7269 -1.1490 5.2229
H 0.8963 -0.8645 3.4620
C -8.1561 -5.0865 -2.5185
C -8.1190 -4.2640 -1.2600
O -7.7603 -4.9799 -0.0669
P -7.9465 -4.2203 1.3065
O -7.5969 -5.0416 2.4598
O -7.1565 -2.8840 1.0683
C -6.5288 -2.1453 2.1293
C -5.3360 -2.8547 2.7275
O -9.4365 -3.6883 1.3035
C -10.5210 -4.5944 1.5646
C -11.7765 -4.0111 0.9498
H -7.2302 -5.5496 -2.8482
H -8.9547 -5.8299 -2.4271
H -8.4883 -4.4529 -3.3447
H -7.3637 -3.4755 -1.3587
H -9.0639 -3.7240 -1.1699
H -6.2259 -1.2234 1.6309
H -7.2354 -1.8483 2.9085
H -4.8274 -2.1889 3.4215
H -5.6409 -3.7748 3.2278
H -4.6824 -3.2208 1.9322
H -10.2998 -5.4965 0.9860
H -10.6480 -4.7785 2.6269
H -12.5716 -4.7474 1.0669
H -12.0630 -3.0899 1.4607
H -11.6117 -3.7581 -0.0954
C -0.4808 7.5965 -4.9128
C 0.0882 6.2264 -4.6123
O -0.9778 5.2538 -4.5771
P -1.7999 5.0471 -3.2354
O -1.1387 5.5043 -2.0178
O -2.0705 3.4984 -3.3044
C -2.9388 2.7886 -2.4068
C -2.2276 2.3798 -1.1412
O -3.2055 5.6954 -3.5658
C -3.9818 5.2780 -4.7075
C -5.4125 5.6750 -4.5126
H 0.3455 8.3037 -5.0363
H -1.1716 7.6159 -5.7508
H -0.9762 7.9914 -4.0207
H 0.7527 5.8487 -5.3874
H 0.6633 6.3132 -3.6905
H -3.8228 3.4026 -2.2008
H -3.2875 1.9341 -2.9874
H -1.8188 3.2626 -0.6489
H -2.9231 1.8742 -0.4738
H -1.3832 1.7511 -1.4294
H -3.5141 5.7151 -5.5936
H -3.8527 4.2025 -4.8554
H -5.6047 6.7003 -4.8260
H -6.0573 5.0421 -5.1265
H -5.7252 5.5437 -3.4785
C 3.5934 -4.9473 1.6434
C 2.4128 -5.0885 2.4085
C 2.7755 -5.0073 3.7293
N 4.1371 -4.8676 3.7632
C 4.6601 -4.9333 2.5082
H 3.6675 -4.8897 0.5681
H 1.4002 -4.9672 2.0566
H 2.2209 -5.0821 4.6478
H 4.6693 -4.9596 4.6120
H 5.7016 -4.8249 2.2645
C -4.2396 -4.1213 -2.3664
C -3.5449 -3.3828 -3.3579
C -2.6972 -2.4808 -2.7643
N -2.8675 -2.6665 -1.4224
C -3.7280 -3.6795 -1.1579
H -4.9035 -4.9393 -2.5804
H -3.6274 -3.5591 -4.4216
H -2.1738 -1.6528 -3.2066
H -2.5750 -1.9688 -0.7531
H -3.8784 -4.0195 -0.1482
C -0.6719 -0.5926 0.9049
C -1.3993 -1.5128 1.7130
C -0.7262 -2.7065 1.6402
N 0.3720 -2.5235 0.8587
C 0.3761 -1.2564 0.3358
H -0.9622 0.4375 0.7704
H -2.2610 -1.2288 2.2929
H -0.9611 -3.6583 2.0859
H 0.9613 -3.2663 0.5238
H 1.1314 -0.9411 -0.3645

Values from the calculation:
SMILES   CCOP(=O)(OCC)OCC.CCOP(=O)(OCC)OCC.CCOP(=O)(OCC)OCC.CCOP(=O)(OCC)OCC.CCOP(=O)(OCC)OCC.c1cc[nH]c1.c1cc[nH]c1.c1cc[nH]c1
Charge   0

---

DFT (wB97M-V/def2-TZVPD) results for a 10-piece molecular cluster, C42H91ClF8N10O16S8 overall.

Positions of all 176 atoms, in Å:
C 13.9449 4.6472 1.8603
C 12.7413 3.7409 1.5618
C 11.7107 3.3730 2.7273
C 10.7575 2.2540 2.3010
N 9.5487 1.9274 3.2209
C 9.8108 1.7340 4.7110
C 9.4317 3.0159 5.4842
C 8.2027 3.4921 4.7211
C 8.5458 3.1344 3.2797
C 8.7799 0.6536 2.6831
H 14.5897 4.8856 1.0144
H 14.6612 4.0161 2.3865
H 13.7274 5.5792 2.3821
H 13.1502 2.8225 1.1404
H 12.1397 4.2238 0.7918
H 11.2484 4.3312 2.9642
H 12.1624 2.9903 3.6426
H 11.2839 1.3004 2.2595
H 10.3695 2.3469 1.2866
H 9.3426 0.8135 5.0598
H 10.8743 1.4959 4.7298
H 9.0955 2.8855 6.5128
H 10.2279 3.7601 5.4639
H 7.2745 2.9801 4.9748
H 8.0048 4.5587 4.8279
H 7.7504 3.0209 2.5431
H 9.0294 3.9663 2.7676
H 8.6266 0.9090 1.6346
H 7.8136 0.7282 3.1820
H 9.3978 -0.2341 2.8183
C -4.6726 1.0687 -0.9252
C -3.6878 1.6397 -1.9571
C -2.5599 0.6749 -2.2341
C -1.4148 0.8588 -1.2599
N -0.4597 -0.3262 -1.1510
C -1.2107 -1.6636 -0.9667
C -0.3533 -2.4723 0.0149
C 0.9286 -1.7507 0.3367
C 0.4603 -0.3492 0.1201
C 0.4280 -0.3592 -2.4199
H -5.2991 1.9074 -0.6214
H -4.0471 0.8035 -0.0728
H -5.1620 0.1313 -1.1893
H -3.1928 2.5768 -1.7024
H -4.2264 1.5820 -2.9030
H -2.2609 0.9366 -3.2491
H -2.8963 -0.3514 -2.3810
H -1.8347 0.9586 -0.2589
H -0.7916 1.7182 -1.5071
H -1.3838 -2.1189 -1.9419
H -2.1709 -1.4066 -0.5194
H -0.1331 -3.4330 -0.4506
H -0.8650 -2.6430 0.9620
H 1.6853 -2.0927 -0.3694
H 1.3020 -1.9621 1.3387
H 1.3332 0.2773 -0.0636
H -0.1278 0.0716 0.9357
H 0.9318 0.5647 -2.7042
H -0.2409 -0.6862 -3.2160
H 1.2580 -1.0277 -2.1913
C -4.9155 -12.8581 0.9337
C -5.7109 -11.9488 0.0317
C -5.6372 -10.4883 0.3511
C -6.6381 -10.0690 1.4600
N -6.5534 -8.5075 1.6153
C -7.7877 -8.0888 2.4468
C -7.8895 -6.5943 2.2567
C -7.3014 -6.2715 0.9274
C -6.7261 -7.5670 0.3838
C -5.3166 -8.1867 2.5174
H -3.8632 -12.7577 0.6676
H -5.0710 -13.9161 0.7228
H -4.9352 -12.6465 2.0028
H -6.7117 -12.3806 0.0182
H -5.3877 -12.0869 -1.0001
H -5.9525 -9.9529 -0.5444
H -4.6174 -10.1393 0.5138
H -6.3636 -10.4955 2.4248
H -7.6624 -10.3344 1.1982
H -7.6181 -8.4687 3.4543
H -8.7046 -8.5963 2.1471
H -7.2955 -6.0385 2.9822
H -8.9340 -6.2894 2.3210
H -6.5490 -5.4840 0.9693
H -8.0699 -5.9136 0.2423
H -5.7316 -7.3687 -0.0160
H -7.2889 -8.0798 -0.3962
H -5.5015 -8.6675 3.4780
H -5.1047 -7.1210 2.4306
H -4.5147 -8.7115 1.9983
C -2.5605 11.5026 6.9438
C -3.1917 10.2557 7.5371
C -3.3294 9.0788 6.5409
C -3.5422 7.8943 7.4579
N -3.4597 6.4677 6.7193
C -3.4660 5.3523 7.8239
C -2.0366 5.0594 8.3066
C -1.1535 5.6256 7.1694
C -2.0908 6.1478 6.0556
C -4.6674 6.3508 5.7482
H -3.1842 11.6271 6.0586
H -1.4960 11.3182 6.7996
H -2.5828 12.3414 7.6395
H -4.1747 10.5334 7.9174
H -2.5940 9.9137 8.3820
H -2.4249 9.2093 5.9468
H -4.1396 9.3218 5.8534
H -4.5606 7.8730 7.8459
H -2.7578 7.8778 8.2146
H -3.9793 4.4946 7.3893
H -4.1590 5.7103 8.5854
H -1.8563 4.0256 8.6012
H -1.9078 5.6170 9.2343
H -0.4680 4.8985 6.7341
H -0.6232 6.4226 7.6906
H -2.3397 5.3678 5.3360
H -1.7738 7.1159 5.6679
H -4.5786 7.0915 4.9534
H -5.6404 6.5538 6.1955
H -4.6036 5.3526 5.3149
C 1.9155 5.9182 -10.4096
C 0.6297 5.2098 -10.1352
N -0.0619 5.6564 -8.9661
C 0.4907 5.6902 -7.6635
C -0.5023 6.2252 -6.8989
N -1.6384 6.5308 -7.6626
C -1.3156 6.1837 -8.9646
C -2.8872 7.1133 -7.0605
H 1.8107 6.9996 -10.4979
H 2.3150 5.6504 -11.3877
H 2.6201 5.6933 -9.6089
H 0.8427 4.1456 -10.0342
H 0.0179 5.1772 -11.0367
H 1.4845 5.3302 -7.4417
H -0.4997 6.4706 -5.8472
H -1.9574 6.2671 -9.8292
H -2.9897 6.7964 -6.0226
H -3.7531 6.9159 -7.6924
H -2.8323 8.2016 -7.0882
Cl -3.5033 -0.9780 4.5836
N -3.6699 0.9918 -12.3263
S -4.5947 0.8184 -10.8155
O -5.2849 -0.4381 -10.6658
O -5.1768 2.0291 -10.2135
F -3.2953 0.4638 -9.8909
S -4.8031 1.5073 -13.1395
O -5.1202 2.9224 -12.8956
O -5.8914 0.5849 -13.5149
F -4.0841 1.6714 -14.6391
N 6.3636 2.9165 -2.7635
S 6.8473 4.4910 -3.0176
O 6.2527 5.0363 -4.2028
O 8.2632 4.8128 -2.6936
F 6.0690 5.2109 -1.8307
S 7.1291 2.3152 -3.9388
O 8.5725 2.3851 -3.9970
O 6.4018 2.1743 -5.2001
F 6.9911 0.7775 -3.5137
N -1.2544 -9.4975 -6.5524
S -2.2649 -10.6062 -6.2787
O -3.6742 -10.2993 -5.9216
O -1.7163 -11.8835 -5.9884
F -2.5599 -10.8556 -7.8746
S -1.7717 -8.5339 -5.2520
O -1.5862 -9.1500 -3.9524
O -2.8804 -7.6412 -5.5341
F -0.5060 -7.4784 -5.2189
N 2.2179 -11.6160 4.7370
S 0.9216 -11.2021 5.4538
O -0.3255 -11.6472 4.9714
O 0.9748 -9.8440 5.9854
F 1.0522 -12.1250 6.7915
S 1.9026 -10.8291 3.2940
O 1.0312 -9.6559 3.0799
O 2.0579 -11.7201 2.1769
F 3.3411 -10.1351 3.4185

Values from the calculation:
Charge   0

---

Ordered HOMO level results: -8.0, -8.2, -6.8; unit eV.
Ordered electronic energy results: -89204.5880, -136891.8109, -213615.5858; unit eV.